1.
Molecular formula: C28H45BaBrN2OP2
Method: DFT, ωB97M-V/def2-TZVPD

Geometry as XYZ:
```
80
Properties=species:S:1:pos:R:3
C -1.15 6.71 -3.29
C -1.43 5.33 -3.49
C -1.63 4.91 -4.83
C -1.55 5.85 -5.87
N -1.29 7.13 -5.63
C -1.10 7.56 -4.39
C -1.43 4.42 -2.38
C -1.28 3.60 -1.48
C -0.64 2.53 -0.74
C 0.47 2.82 0.09
C 1.23 1.78 0.60
C 0.88 0.45 0.29
C -0.37 0.16 -0.28
C -1.14 1.21 -0.78
Ba -1.66 2.30 1.91
P 2.04 -0.92 0.51
H -1.80 3.86 -5.10
H -0.94 7.12 -2.30
H -1.70 5.55 -6.91
H -0.89 8.63 -4.26
H -2.09 1.01 -1.31
H 0.74 3.87 0.23
H -0.65 -0.89 -0.34
H 2.14 1.96 1.19
C 1.44 -2.12 1.75
C 2.12 -3.48 1.58
H 0.34 -2.16 1.66
H 1.64 -1.67 2.74
H 2.03 -4.09 2.48
H 1.69 -4.06 0.76
H 3.20 -3.39 1.37
C 2.45 -1.60 -1.09
C 3.15 -0.60 -2.03
H 1.51 -1.97 -1.52
H 3.09 -2.49 -0.97
H 3.07 -0.97 -3.06
H 2.69 0.39 -2.02
H 4.23 -0.50 -1.79
C 3.53 -0.18 1.19
C 4.70 -1.13 1.44
H 3.22 0.31 2.13
H 3.84 0.59 0.47
H 5.52 -0.54 1.85
H 4.47 -1.91 2.17
H 5.06 -1.60 0.53
Br -2.13 -0.66 1.93
P -2.86 -3.48 -1.75
C -1.04 -3.68 -1.69
C -0.67 -5.14 -1.95
H -0.67 -3.34 -0.71
H -0.60 -3.03 -2.46
H 0.40 -5.24 -2.14
H -0.91 -5.77 -1.09
H -1.21 -5.54 -2.81
C -3.28 -3.31 0.02
C -4.67 -3.86 0.32
H -3.21 -2.24 0.28
H -2.51 -3.83 0.61
H -4.83 -3.89 1.40
H -5.44 -3.23 -0.12
H -4.79 -4.87 -0.07
C -3.09 -1.82 -2.49
C -3.35 -1.97 -3.99
H -2.20 -1.21 -2.30
H -3.95 -1.36 -1.99
H -3.69 -1.02 -4.41
H -2.44 -2.26 -4.53
H -4.11 -2.72 -4.19
C 2.20 2.29 5.50
N 0.98 1.63 5.97
C 0.97 1.19 7.37
C -0.06 1.40 5.18
O -0.26 1.94 4.05
H 2.72 2.66 6.39
H 1.96 3.12 4.82
H 2.87 1.58 4.99
H 0.03 1.50 7.86
H 1.03 0.09 7.44
H 1.82 1.64 7.88
H -0.80 0.68 5.58
```

Results
- E_LUMO: -6.31 eV
- Gap between HOMO and LUMO: 5.4 eV
- Calculated total energy: -4560.4054 Eh
- ΔE to the lowest compared entry with this formula, charge and spin: 0.0 kcal/mol
- Total charge: +2

=====

2.
Molecular formula: C4H12ClN2O3
Method: DFT, ωB97M-V/def2-TZVPD

Geometry as XYZ:
```
22
Properties=species:S:1:pos:R:3
C -2.00 0.97 -0.53
C -0.07 1.75 0.80
C -0.05 -0.26 -0.54
C 1.35 -0.45 0.00
N -0.50 -1.14 -1.42
N -0.67 0.79 -0.10
O -1.72 -2.65 0.82
O 2.12 0.50 -0.48
O 1.59 -1.30 0.83
Cl 5.12 -0.06 0.18
H -2.77 0.28 -0.16
H -2.42 1.88 0.16
H -2.14 1.24 -1.56
H 0.73 2.16 0.25
H -0.75 2.61 1.02
H 0.38 1.36 1.72
H -0.21 -2.12 -1.39
H -1.43 -0.85 -1.76
H 4.65 0.74 1.11
H -2.12 -2.54 0.03
H 3.18 0.40 -0.32
H -2.29 -3.29 1.32
```

Results
- E_LUMO: -3.31 eV
- Gap between HOMO and LUMO: 11.4 eV
- Calculated total energy: -954.7679 Eh
- ΔE to the lowest compared entry with this formula, charge and spin: 42.0 kcal/mol
- Total charge: +1

=====

3.
Molecular formula: C4H7N2O
Method: DFT, ωB97M-V/def2-TZVPD

Geometry as XYZ:
```
14
Properties=species:S:1:pos:R:3
C -0.72 0.01 -0.45
C 0.32 0.37 0.34
C -0.56 -1.39 -0.90
C 0.40 1.61 1.13
N 0.70 -1.73 -0.30
N 1.21 -0.71 0.36
O 2.29 -0.77 0.85
H -1.73 0.57 -0.51
H -1.33 -1.99 -0.47
H -0.64 -1.81 -1.92
H 0.13 2.47 0.54
H 1.36 1.71 1.48
H -0.30 1.45 1.97
H 1.29 -2.37 -0.79
```

Results
- E_LUMO (spin up / spin down): -3.22 / -9.05 eV
- ⟨S²⟩: 2.01
- Gap between HOMO and LUMO (spin up / spin down): 9.5 / 6.0 eV
- Calculated total energy: -340.8800 Eh
- Spin multiplicity: 3
- ΔE to the lowest compared entry with this formula, charge and spin: 61.5 kcal/mol
- Total charge: +1

=====

4.
Molecular formula: C4H10N2
Method: DFT, ωB97M-V/def2-TZVPD

Geometry as XYZ:
```
16
Properties=species:S:1:pos:R:3
C -0.70 1.61 -2.23
C -0.09 -0.59 -2.57
N 0.27 0.53 -2.13
H -1.50 1.37 -2.93
H -0.19 2.57 -2.38
H -1.11 1.76 -1.23
H 0.62 -1.40 -2.44
H -1.01 -0.79 -3.12
C 1.48 -0.66 2.23
C -0.78 -0.57 2.70
N 0.38 -0.47 3.15
H 1.23 -1.30 1.38
H 2.33 -1.11 2.75
H 1.83 0.29 1.83
H -1.68 -0.39 3.30
H -1.08 -0.87 1.69
```

Results
- E_LUMO: 0.93 eV
- Gap between HOMO and LUMO: 10.6 eV
- Calculated total energy: -267.8389 Eh
- SMILES string: C=NC.C=NC
- ΔE to the lowest compared entry with this formula, charge and spin: 54.3 kcal/mol
- Total charge: 0

=====

5.
Molecular formula: H13O6S
Method: DFT, ωB97M-V/def2-TZVPD

Geometry as XYZ:
```
20
Properties=species:S:1:pos:R:3
S -2.56 0.79 1.46
H -1.64 1.39 0.78
H 1.22 2.82 -0.29
H -0.10 3.02 0.37
O 0.41 3.27 -0.44
H 1.43 -0.80 -0.76
H 1.02 0.21 -1.83
O 1.73 0.05 -1.18
H 3.35 -0.04 0.16
H 1.90 -0.25 0.67
O 2.85 -0.17 0.98
H -0.08 -2.58 -1.06
H 0.28 -2.55 0.50
O 0.67 -2.56 -0.39
H -2.65 1.33 -1.98
H -2.83 0.02 -1.07
O -2.65 0.36 -1.99
H -1.48 -1.19 1.58
H -0.23 -1.41 2.66
O -0.61 -1.71 1.82
```

Results
- E_LUMO: 3.33 eV
- Gap between HOMO and LUMO: 7.3 eV
- Calculated total energy: -857.4739 Eh
- ΔE to the lowest compared entry with this formula, charge and spin: 32.2 kcal/mol
- Total charge: -1

=====

6.
Molecular formula: C10H16O2
Method: DFT, ωB97M-V/def2-TZVPD

Geometry as XYZ:
```
28
Properties=species:S:1:pos:R:3
C 2.02 0.27 -1.52
C 1.30 0.31 -0.23
C 1.68 1.41 0.66
C 0.34 -0.63 0.11
C -0.38 -0.56 1.46
C -1.77 -0.05 1.23
C -2.74 -0.66 0.22
C -2.23 -0.53 -1.25
C -1.18 -1.57 -1.70
C 0.02 -1.76 -0.79
H 2.58 -0.61 -1.69
H 2.79 1.08 -1.57
H 1.41 0.44 -2.36
H -0.16 1.71 1.06
H -0.36 -1.58 1.88
H 0.13 0.09 2.21
H -1.70 0.98 0.89
H -2.20 -0.15 2.24
H -2.96 -1.71 0.45
H -3.67 -0.10 0.35
H -1.87 0.50 -1.39
H -3.10 -0.64 -1.87
H -1.56 -2.52 -1.92
H -0.87 -1.16 -2.63
H 0.87 -2.05 -1.30
H -0.13 -2.68 -0.21
O 0.71 2.13 1.25
O 2.84 1.74 0.84
```

Results
- E_LUMO: 0.64 eV
- Gap between HOMO and LUMO: 9.9 eV
- Calculated total energy: -541.0955 Eh
- SMILES string: CC(C(=O)O)=C1CCCCCC1
- ΔE to the lowest compared entry with this formula, charge and spin: 11.9 kcal/mol
- Total charge: 0

=====

7.
Molecular formula: C36H43BF4N4O4S3Ti
Method: DFT, ωB97M-V/def2-TZVPD

Geometry as XYZ:
```
96
Properties=species:S:1:pos:R:3
Ti 0.50 0.14 -0.18
C 0.26 2.68 6.01
S 1.04 2.64 4.38
C -0.24 2.03 3.32
S -1.68 1.32 3.90
N 0.08 2.26 2.08
N -0.48 1.74 0.99
C -1.30 2.49 0.35
C -1.96 1.92 -0.81
C -2.94 2.61 -1.51
C -3.63 1.95 -2.51
C -3.33 0.62 -2.76
C -2.32 0.02 -2.04
N -1.63 0.66 -1.11
H 1.05 2.94 6.71
H -0.52 3.43 6.03
H -0.15 1.71 6.24
H -1.57 3.45 0.74
H -3.14 3.64 -1.26
H -4.39 2.46 -3.08
H -3.86 0.06 -3.52
H -2.06 -1.01 -2.23
N 2.50 -1.33 -0.40
C 3.40 -1.07 0.72
C 2.59 -0.54 1.87
O 2.94 -0.61 3.02
O 1.45 -0.01 1.46
H 2.05 -2.23 -0.30
H 3.02 -1.38 -1.27
H 4.10 -0.28 0.45
H 3.97 -1.94 1.05
C 1.34 4.28 0.73
C 2.71 3.67 0.42
C 3.07 2.52 1.36
C 2.81 3.35 -1.06
C 3.56 4.29 -1.77
C 3.71 4.25 -3.14
C 3.09 3.24 -3.83
C 2.33 2.25 -3.19
C 1.77 1.22 -4.16
C 2.47 -0.13 -3.97
C 0.24 1.15 -4.11
C 2.19 2.30 -1.78
O 1.45 1.33 -1.07
H 1.16 4.34 1.80
H 0.54 3.68 0.28
H 1.27 5.29 0.30
H 3.46 4.44 0.61
H 2.37 1.70 1.25
H 3.02 2.85 2.40
H 4.09 2.16 1.16
H 4.03 5.09 -1.21
H 4.30 5.00 -3.66
H 3.18 3.19 -4.91
H 2.03 1.56 -5.16
H 2.36 -0.46 -2.95
H 3.54 -0.03 -4.20
H 2.04 -0.89 -4.62
H -0.10 1.07 -3.10
H -0.12 0.28 -4.67
H -0.19 2.05 -4.54
F -1.19 -3.03 -1.57
B -0.14 -2.52 -2.31
F 0.20 -1.12 -1.69
F -0.49 -2.24 -3.62
F 1.05 -3.24 -2.18
O -0.55 -1.32 0.70
S -0.65 -1.43 2.25
C 0.32 -2.91 2.73
C -0.08 -4.22 2.13
C -0.71 -5.19 2.92
C -1.07 -6.42 2.38
C -0.81 -6.69 1.04
C -0.20 -5.73 0.25
C 0.17 -4.51 0.79
C -2.31 -2.15 2.51
C -3.33 -1.65 1.51
C -3.82 -0.34 1.57
C -4.78 0.08 0.66
C -5.26 -0.79 -0.31
C -4.75 -2.08 -0.39
C -3.79 -2.51 0.52
H 0.22 -2.91 3.82
H 1.35 -2.65 2.49
H -0.91 -4.98 3.96
H -1.55 -7.16 3.00
H -1.08 -7.65 0.62
H -0.01 -5.92 -0.80
H 0.62 -3.76 0.16
H -2.56 -1.84 3.52
H -2.22 -3.23 2.45
H -3.45 0.33 2.34
H -5.18 1.09 0.73
H -6.02 -0.46 -1.01
H -5.11 -2.76 -1.15
H -3.39 -3.52 0.46
```

Results
- E_LUMO: -0.96 eV
- Gap between HOMO and LUMO: 6.5 eV
- Calculated total energy: -4386.3048 Eh
- ΔE to the lowest compared entry with this formula, charge and spin: 19.7 kcal/mol
- Total charge: 0

=====

8.
Molecular formula: C16H16N4O6PS2SeV
Method: DFT, ωB97M-V/def2-TZVPD

Geometry as XYZ:
```
47
Properties=species:S:1:pos:R:3
V 0.40 -0.17 -0.09
C 4.91 -1.79 3.47
C 3.79 -0.82 3.75
O 2.58 -1.38 3.22
P 1.44 -0.40 2.68
S -0.07 -1.48 2.01
S 2.15 0.85 1.27
O 1.12 0.42 4.01
C 0.37 1.66 4.00
C -1.13 1.42 4.00
H 5.84 -1.44 3.92
H 5.07 -1.89 2.40
H 4.68 -2.77 3.88
H 3.99 0.15 3.29
H 3.64 -0.66 4.82
H 0.67 2.25 3.13
H 0.69 2.18 4.90
H -1.44 0.92 3.08
H -1.64 2.39 4.04
H -1.43 0.82 4.86
O -0.58 4.72 -4.95
C 0.38 3.94 -5.00
O 1.30 3.83 -5.83
C 0.45 2.93 -3.82
C 1.48 1.99 -3.75
C 1.53 1.10 -2.70
N 0.61 1.11 -1.73
C -0.39 2.00 -1.79
C -0.50 2.92 -2.81
C -1.37 1.92 -0.65
O -2.34 2.62 -0.56
O -1.05 0.99 0.26
H 2.22 2.00 -4.54
H 2.31 0.35 -2.60
H -1.31 3.64 -2.84
Se 3.32 -2.85 -0.91
N 2.39 -4.07 -1.87
C 1.14 -3.60 -2.00
C 0.05 -4.18 -2.66
C -1.18 -3.51 -2.64
C -1.32 -2.30 -1.98
N -0.29 -1.71 -1.35
C 0.90 -2.33 -1.38
N 1.89 -1.73 -0.77
H 0.16 -5.13 -3.17
H -2.04 -3.93 -3.14
H -2.27 -1.78 -1.95
```

Results
- E_LUMO (spin up / spin down): 1.63 / 1.23 eV
- ⟨S²⟩: 3.79
- Gap between HOMO and LUMO (spin up / spin down): 6.0 / 6.8 eV
- Calculated total energy: -5773.2489 Eh
- Spin multiplicity: 4
- ΔE to the lowest compared entry with this formula, charge and spin: 0.0 kcal/mol
- Total charge: -1

=====

What did the fifth record say?
Molecular formula: H13O6S
Method: DFT, ωB97M-V/def2-TZVPD

Geometry as XYZ:
```
20
Properties=species:S:1:pos:R:3
S -2.56 0.79 1.46
H -1.64 1.39 0.78
H 1.22 2.82 -0.29
H -0.10 3.02 0.37
O 0.41 3.27 -0.44
H 1.43 -0.80 -0.76
H 1.02 0.21 -1.83
O 1.73 0.05 -1.18
H 3.35 -0.04 0.16
H 1.90 -0.25 0.67
O 2.85 -0.17 0.98
H -0.08 -2.58 -1.06
H 0.28 -2.55 0.50
O 0.67 -2.56 -0.39
H -2.65 1.33 -1.98
H -2.83 0.02 -1.07
O -2.65 0.36 -1.99
H -1.48 -1.19 1.58
H -0.23 -1.41 2.66
O -0.61 -1.71 1.82
```

Results
- E_LUMO: 3.33 eV
- Gap between HOMO and LUMO: 7.3 eV
- Calculated total energy: -857.4739 Eh
- ΔE to the lowest compared entry with this formula, charge and spin: 32.2 kcal/mol
- Total charge: -1

=====

Number 8 is which compound?
C16H16N4O6PS2SeV

=====

What is the ΔE to the lowest compared entry with this formula, charge and spin in the second record?
42.0 kcal/mol